(1)
59
Properties=species:S:1:pos:R:3:mulliken_charge:R:1 method="wB97M-V/def2-TZVPD" e_homo_ev="-8.235 / -8.268" e_tot_ev=-76024.9760 s_squared=3.769 spin_multiplicity=4 gap_ev="8.410 / 8.582"
Cr -0.04750 0.05297 0.54565 -0.97
O 1.06691 1.54104 4.68786 -0.47
C 0.42332 0.57999 4.01803 0.20
O 0.74513 -0.57298 3.99091 -0.53
C -0.80972 1.13055 3.34006 -0.44
O -1.18782 0.24990 2.28836 0.53
C -2.60744 0.30478 1.99168 -0.50
C -2.85722 -0.26774 0.59621 0.33
O -3.96796 -0.63942 0.30400 -0.71
O -1.81032 -0.26417 -0.17818 -0.69
H 1.84320 1.14065 5.11202 0.44
H -0.68661 2.14437 2.96305 0.35
H -1.59244 1.13430 4.10369 0.56
H -2.93730 1.34333 1.98668 0.38
H -3.14285 -0.27065 2.74511 0.50
N 2.01524 2.84448 0.87569 -0.03
C 2.51328 1.62751 1.28880 0.02
N 3.72510 1.45900 1.77295 -0.57
N 3.81852 0.13432 2.00216 -0.89
N 2.72717 -0.46255 1.68592 -0.48
N 1.85082 0.46424 1.22224 1.63
C 0.67318 3.05141 0.68727 -0.01
N 0.10068 4.24027 0.63025 -0.54
N -1.20175 3.98576 0.41725 -0.89
N -1.41512 2.71475 0.34966 -0.43
N -0.22748 2.08351 0.50785 1.89
H 2.56297 3.65260 1.12407 0.30
C 0.38354 2.46423 -2.49787 -1.08
N -0.38454 1.29077 -2.90144 0.24
C -1.63459 1.59590 -3.58869 -1.31
C -0.15265 0.08439 -2.35799 0.72
O 0.57417 -0.05405 -1.31866 -0.64
N -0.64423 -0.99591 -3.00228 0.25
C -0.76869 -1.05491 -4.45138 -1.22
C -0.70456 -2.29390 -2.34482 -0.77
H 0.48081 3.11960 -3.36376 0.47
H 1.37265 2.16494 -2.16246 0.24
H -0.12245 3.01483 -1.70967 0.40
H -2.09198 2.45642 -3.09737 0.41
H -2.32566 0.76294 -3.50990 0.42
H -1.46924 1.84039 -4.63942 0.34
H -0.43754 -0.12679 -4.90586 0.39
H -1.79744 -1.26008 -4.75318 0.33
H -0.13305 -1.86208 -4.82350 0.40
H -0.80628 -2.16301 -1.27635 -0.01
H 0.17917 -2.89103 -2.58230 0.27
H -1.59133 -2.81604 -2.70464 0.45
C 2.35362 -2.52474 -0.35733 -1.36
C 1.24111 -2.76768 0.59679 0.52
N 0.26132 -1.95514 0.97565 1.21
C -0.49800 -2.64096 1.90501 -0.65
C 0.01427 -3.87742 2.08209 -0.91
N 1.10570 -3.93893 1.24606 0.01
H 2.19437 -1.58803 -0.88010 -0.09
H 2.41940 -3.33865 -1.08146 0.49
H 3.29310 -2.45112 0.19005 0.41
H -1.34201 -2.18777 2.38755 0.44
H -0.28304 -4.69497 2.71336 0.41
H 1.74009 -4.71342 1.15459 0.21


(2)
49
Properties=species:S:1:pos:R:3:mulliken_charge:R:1 method="wB97M-V/def2-TZVPD" e_homo_ev=-4.877 e_tot_ev=-43646.2080 total_charge=-1 spin_multiplicity=1 gap_ev=6.870
C -5.61542 -0.18811 -1.20748 -0.42
C -4.34536 -0.08571 -1.67674 -0.35
N -3.84073 -0.64702 -2.92668 0.25
C -4.10398 -2.11944 -3.05789 0.38
O -3.11938 -2.80444 -3.38058 -0.67
O -5.23642 -2.66829 -2.88254 -0.66
S -4.29567 0.23780 -4.30624 1.13
O -3.11549 0.35335 -5.16515 -0.61
O -5.32107 -0.47402 -5.05396 -0.56
F -4.76680 1.76083 -3.92906 -0.24
H -5.86912 -0.27472 -0.12181 0.25
H -6.43924 -0.24841 -1.96458 0.20
H -3.61042 0.49598 -1.06197 0.27
C 2.21582 -3.66928 -1.49992 -0.81
C 0.90503 -4.22679 -2.04690 -0.54
C -0.09296 -3.13351 -2.44046 -0.18
C -0.43487 -2.30961 -1.25335 0.29
N -0.69937 -1.67420 -0.33518 -0.52
H 2.05764 -3.09813 -0.58256 0.00
H 2.90551 -4.48151 -1.26053 0.36
H 2.70020 -3.01739 -2.23234 0.30
H 0.45731 -4.88164 -1.29435 0.31
H 1.11932 -4.84352 -2.92339 0.33
H -1.00752 -3.57932 -2.83697 0.21
H 0.32912 -2.48740 -3.21281 0.27
C 2.13829 -0.39165 3.99109 -1.24
C 2.61182 0.08110 2.62174 -0.31
C 2.61456 -1.03575 1.57377 -0.27
C 3.53170 -2.12780 1.99463 0.30
N 4.24135 -2.96822 2.32053 -0.53
H 2.80061 -1.15561 4.40530 0.37
H 2.12454 0.44097 4.69413 0.37
H 1.12806 -0.80620 3.93413 0.29
H 3.61702 0.50017 2.71950 0.30
H 1.95992 0.88750 2.27940 0.18
H 2.94653 -0.64578 0.60976 0.35
H 1.60839 -1.44284 1.44585 0.17
C 1.81969 4.56200 0.82138 -0.97
C 0.81429 5.04215 1.86239 -0.42
C 1.42950 5.20144 3.25596 -0.45
C 1.95575 3.89638 3.73262 0.25
N 2.35692 2.88656 4.09791 -0.37
H 2.20954 3.57157 1.06569 0.21
H 1.34602 4.49086 -0.15905 0.32
H 2.66268 5.25374 0.74211 0.30
H -0.01795 4.33476 1.90476 0.29
H 0.40292 6.00314 1.54373 0.30
H 0.67677 5.55841 3.96117 0.27
H 2.24495 5.92761 3.23492 0.28


(3)
50
Properties=species:S:1:pos:R:3:mulliken_charge:R:1 method="wB97M-V/def2-TZVPD" e_homo_ev="-12.645 / -14.776" e_tot_ev=-53950.9669 s_squared=2.005 total_charge=+2 spin_multiplicity=3 gap_ev="6.201 / 8.304"
Ti -0.20619 0.34104 0.56899 0.31
N 1.77157 1.36360 0.61068 -0.44
C 1.66744 2.83434 0.74165 -0.62
C 1.09164 3.23400 2.05326 -0.58
C -0.39050 3.00648 2.19030 -0.68
N -0.62027 1.54251 2.38393 -0.57
H 2.42287 1.01819 1.33663 0.28
H 2.31482 1.10561 -0.26873 0.32
H 1.03587 3.25598 -0.05401 0.28
H 2.66434 3.26804 0.63355 0.44
H 1.28278 4.31429 2.19635 0.33
H 1.72177 2.77179 2.87871 0.29
H -0.91822 3.28346 1.29477 0.30
H -0.74346 3.57990 3.00753 0.48
H -1.53228 1.28473 2.78750 0.30
H 0.07723 1.22058 3.09917 0.30
N -0.71793 1.60346 -2.64970 -0.27
C 0.13113 0.52436 -2.66563 0.46
N 0.51797 0.04957 -3.78396 -0.65
C 1.31173 -1.05217 -3.74431 0.34
N 1.79163 -1.54552 -4.89633 -0.34
N 1.66714 -1.67143 -2.62200 -0.67
C 1.14079 -1.22809 -1.47134 -0.05
N 0.34751 -0.06406 -1.43214 0.26
C 1.58458 -1.83290 -0.23926 0.92
C 2.60493 -2.83659 -0.21478 -0.59
C 2.95949 -3.37207 1.05751 -0.47
C 2.26627 -2.93767 2.22780 -0.79
C 1.23080 -1.98759 2.11514 -0.26
N 1.00579 -1.41783 0.94197 0.44
H -0.81747 2.13379 -3.50708 0.28
H -0.89471 2.01166 -1.75429 0.03
H 1.69431 -1.02598 -5.79030 0.29
H 2.61463 -2.11073 -4.83609 0.27
H 3.06597 -3.17133 -1.17711 0.48
H 3.75066 -4.12549 1.17678 0.43
H 2.48909 -3.40045 3.20636 0.40
H 0.73207 -1.53994 2.97194 0.48
C -3.74135 0.82792 -0.97648 -1.11
C -3.41957 -0.28949 -0.04120 0.34
N -2.18208 -0.61089 0.47742 0.18
C -2.39244 -1.79550 1.21779 -0.34
C -3.69007 -2.14023 1.10257 -0.69
N -4.29354 -1.20766 0.31014 -0.03
H -3.46180 0.44732 -2.00595 0.27
H -3.11407 1.68835 -0.69944 0.12
H -4.77967 1.06559 -1.03768 0.50
H -1.61403 -2.23662 1.83470 0.37
H -4.21535 -2.94492 1.58841 0.41
H -5.21181 -1.23139 -0.14371 0.25


(4)
49
Properties=species:S:1:pos:R:3:mulliken_charge:R:1 method="wB97M-V/def2-TZVPD" e_homo_ev=-12.159 e_tot_ev=-51324.5420 total_charge=+1 spin_multiplicity=1 gap_ev=7.024
C 3.14015 1.83457 -2.48638 -0.86
C 2.71171 1.34751 -3.91739 -0.34
O 1.63496 2.18818 -4.41148 -0.34
C 0.51351 1.41279 -4.60785 0.05
O -0.02391 1.24428 -5.64614 -0.50
C -0.12785 0.75099 -3.33786 0.28
C -1.38787 1.61247 -2.99757 -0.97
C -2.21838 1.08700 -1.77484 -0.97
C -1.39860 0.86136 -0.49068 0.59
C -0.68475 1.97320 0.10969 0.33
O -0.78695 3.18309 -0.54323 -0.46
N 0.03760 2.02240 1.20242 -1.14
N 0.06303 0.83205 1.78757 0.92
P 0.99328 0.86751 3.32987 0.21
O 0.10433 1.00150 4.50490 -0.51
C -0.49005 -0.31919 1.38681 0.86
C -0.32921 -1.60882 2.23995 -1.05
S -1.59556 -1.61040 3.57234 0.00
C -0.84676 -2.04664 5.19183 -0.37
C 0.68713 -2.32141 5.19511 -0.91
C -1.27974 -0.41399 0.18754 0.33
C -1.95100 -1.67490 -0.37001 -1.41
C -0.82095 -2.48688 -1.10791 0.65
O -0.01215 -1.96053 -1.78775 -0.40
O -0.74169 -3.85929 -0.93263 -0.52
H 2.37242 2.48663 -2.01661 0.24
H 3.34502 0.96300 -1.81829 0.24
H 4.09502 2.39013 -2.59940 0.32
H 3.53400 1.43900 -4.66233 0.42
H 2.45141 0.26494 -3.88808 0.30
H 0.55696 0.74495 -2.46196 0.23
H -0.46581 -0.28488 -3.53809 0.22
H -2.07726 1.58630 -3.87710 0.45
H -1.11485 2.68723 -2.88852 0.40
H -2.67143 0.11976 -2.08515 0.21
H -2.98781 1.85381 -1.53392 0.37
H -1.59432 3.64604 -0.25919 0.37
H 1.89343 -0.22365 3.40323 0.15
H 1.80120 2.04534 3.31509 0.15
H 0.71082 -1.80964 2.56222 0.58
H -0.59288 -2.46254 1.57345 0.01
H -1.12218 -1.28408 5.95577 0.34
H -1.35218 -2.98358 5.52792 0.45
H 0.90300 -2.93553 6.10247 0.37
H 1.04722 -2.90995 4.32631 0.30
H 1.25630 -1.37304 5.34003 0.13
H -2.81972 -1.48688 -1.02461 0.54
H -2.25949 -2.31999 0.48369 0.36
H -0.09915 -4.07024 -0.23323 0.38


(5)
53
Properties=species:S:1:pos:R:3:mulliken_charge:R:1 method="wB97M-V/def2-TZVPD" e_homo_ev="-6.860 / -7.007" e_tot_ev=-260228.8017 s_squared=0.786 spin_multiplicity=2 gap_ev="5.794 / 6.400"
Re -0.40071 0.44390 0.35284 0.92
Se 1.04248 -0.44252 2.03899 -0.05
Se 2.57481 -2.06815 1.18912 -0.32
Te 2.81546 -1.27437 -1.14000 -0.10
Se 0.35086 -0.83753 -1.56082 -0.36
C -0.22779 3.74053 -1.41945 -1.04
C 0.93304 2.79488 -1.15754 0.64
C 2.20564 3.54427 -0.78578 -1.55
O 0.63518 1.90907 -0.09691 -0.09
H 0.09964 4.51980 -2.10654 0.50
H -0.54677 4.21599 -0.49008 0.18
H -1.08973 3.23556 -1.86634 0.15
H 1.12891 2.18203 -2.04762 0.16
H 2.03319 4.15198 0.10375 0.33
H 2.52507 4.19807 -1.59394 0.43
H 3.00607 2.83753 -0.56883 0.34
C -2.70011 -2.75672 -0.86418 -1.26
Sb -2.26012 -1.54063 0.81637 0.87
C -4.22943 -0.92562 1.32481 -1.32
C -1.82552 -3.01716 2.26688 -1.25
H -3.51188 -3.44447 -0.63794 0.40
H -1.80655 -3.31074 -1.14124 0.37
H -2.98669 -2.12140 -1.70133 0.37
H -4.85503 -1.80560 1.44751 0.53
H -4.62349 -0.31602 0.51076 0.34
H -4.23177 -0.33408 2.23515 0.39
H -2.69205 -3.64532 2.45543 0.41
H -1.51010 -2.52297 3.18516 0.36
H -0.99929 -3.62471 1.89560 0.35
N -0.27808 7.36910 4.47542 -0.48
C -0.70367 6.10363 4.19781 1.20
C 0.22234 5.05509 4.06753 -0.83
C -0.20794 3.77773 3.78822 -0.63
C -1.56810 3.51970 3.63314 -0.39
C -2.48653 4.54174 3.75572 -0.28
C -2.06386 5.82599 4.03884 -0.79
S -2.06628 1.89254 3.19547 1.25
O -1.25095 0.93629 3.90047 -0.73
O -3.50197 1.83225 3.28043 -0.71
N -1.62426 1.74873 1.62857 -0.15
C -2.48748 2.04331 0.65359 0.71
S -3.90130 2.99372 0.51354 -0.08
C -3.98029 2.55897 -1.17070 -0.16
C -2.97322 1.72865 -1.51830 -1.38
N -2.12653 1.44406 -0.48405 -0.13
H 0.69495 7.56520 4.61053 0.18
H -0.93076 8.11999 4.59169 0.18
H 1.27843 5.25544 4.18883 0.30
H 0.50624 2.97227 3.68594 0.48
H -3.54198 4.32871 3.64723 0.51
H -2.78793 6.62253 4.14227 0.29
H -4.77133 2.92378 -1.80043 0.49
H -2.79481 1.30780 -2.49411 0.45